This record from OMol25 describes C16H26Ge2IO3PbS2 as an isolated structure in a non-equilibrium geometry. The level of theory is the ωB97M-V functional and the def2-TZVPD basis.

Structure (XYZ):
```
51
Properties=species:S:1:pos:R:3:forces:R:3:nbo_charge:R:1
Pb -1.445852 -0.528048 5.191267 1.31 -1.23 0.49 1.285
C -1.566703 3.899971 -2.411378 -1.29 0.08 -1.27 -0.633
C -1.013995 3.363065 -1.092995 0.43 -0.59 0.94 -0.840
Ge -2.046117 1.863018 -0.304891 -1.10 0.14 -0.65 1.436
C -3.956058 2.488851 -0.462605 0.69 -0.72 1.90 -0.801
C -4.860447 1.530154 -1.229408 -0.56 0.19 0.91 -0.619
C -1.640458 0.078766 -0.944273 0.09 -0.36 0.72 -0.705
C -0.359574 -0.459782 -0.908933 -0.37 1.54 0.06 -0.349
Ge 0.464113 -0.659913 0.888262 2.27 1.30 -0.12 1.602
C 2.248320 0.243356 1.077130 0.38 -2.39 0.48 -0.846
C 3.225969 -0.346034 2.151597 0.19 -0.11 -0.26 -0.626
C 0.298533 -2.491271 1.545340 -1.77 0.36 0.09 -0.855
C 1.575400 -3.282677 1.789701 0.69 0.08 0.35 -0.638
C 0.455766 -0.701368 -2.100987 0.45 -1.40 -1.03 -0.139
C 0.388959 0.075535 -3.281591 0.58 0.03 0.06 -0.160
C 1.332440 -0.118270 -4.321133 -0.92 0.09 0.76 -0.200
C 2.337043 -1.102459 -4.193863 -1.33 1.85 -2.13 -0.170
C 2.316478 -1.958896 -3.151291 0.16 -0.64 0.80 -0.199
C 1.396584 -1.739216 -2.152708 -0.25 -0.51 1.22 -0.172
H -2.626729 3.477072 -2.608576 1.67 0.71 0.06 0.203
H -0.896576 3.524671 -3.259848 -1.06 0.83 1.05 0.231
H -1.701020 5.045719 -2.446011 0.53 -1.86 0.05 0.246
H -1.011345 4.050886 -0.237400 0.01 0.27 -0.42 0.241
H 0.010248 3.015132 -1.208357 0.18 0.13 0.04 0.239
H -3.859267 3.415679 -0.974561 0.13 0.76 -0.62 0.230
H -4.276834 2.811091 0.560722 -0.12 -0.67 -0.73 0.242
H -4.401733 1.345250 -2.180768 0.06 -0.41 -0.61 0.209
H -5.818117 2.031654 -1.412484 0.09 -0.23 -0.01 0.233
H -5.072556 0.576401 -0.704092 0.27 0.55 -0.31 0.216
H -2.452469 -0.584105 -1.219025 -0.19 0.47 -1.56 0.258
H 2.063439 1.245559 1.302708 -0.36 1.69 0.19 0.233
H 2.680567 0.175833 0.082411 0.04 0.11 -0.25 0.244
H 3.995586 0.406737 2.420573 -0.46 -0.40 -0.23 0.230
H 3.763747 -1.272796 1.835179 -0.48 0.85 0.03 0.217
H 2.684493 -0.605294 3.061948 0.09 0.09 0.01 0.231
H -0.234559 -2.880526 0.664604 -0.38 -0.27 0.56 0.237
H -0.378733 -2.387978 2.444762 0.59 -0.66 -1.06 0.253
H 2.409344 -2.752767 1.291146 -0.13 -0.54 0.44 0.207
H 1.544839 -4.316662 1.352364 -0.25 0.98 0.52 0.236
H 1.743022 -3.320658 2.893525 0.25 -0.12 -1.00 0.274
H -0.362422 0.853324 -3.303604 0.01 0.12 -0.34 0.213
H 1.201138 0.466145 -5.248273 0.37 -0.31 0.67 0.235
H 2.979061 -1.211505 -5.049354 0.45 -0.19 0.03 0.231
H 2.992703 -2.805869 -3.150742 -0.10 0.04 0.30 0.236
H 1.322207 -2.463170 -1.363468 0.28 -0.37 0.47 0.198
I -1.078710 1.542364 2.151608 0.38 -0.54 -0.23 -0.115
O 2.120472 -0.957117 6.415222 -1.44 -0.36 -0.09 -0.905
S 1.321468 -1.868883 5.625104 1.41 -0.55 -0.41 2.221
O 2.025489 -3.061383 5.204621 -1.02 0.52 0.14 -0.925
O 0.726230 -1.137008 4.398284 -1.10 0.38 0.68 -1.104
S -0.563382 -2.512583 6.574541 0.61 1.28 -0.66 -0.571
```
Positions in Å, forces in eV/Å.

Output
- LUMO energy (alpha / beta): -4.563 / -4.582 eV
- Total charge: +1
- HOMO-LUMO gap (alpha / beta): 6.785 / 6.430 eV